Record 1
13
Properties=species:S:1:pos:R:3:nbo_charge:R:1 method="wB97M-V/def2-TZVPD" total_energy_ev=-6212.381 e_homo_ha=-0.3198
C 1.107 -1.673 0.498 -0.42
C -0.800 -0.070 0.637 0.26
C -0.755 1.895 -0.675 -0.45
H 2.716 -1.040 0.529 0.19
H 1.051 -2.991 -0.396 0.22
H 0.497 -1.692 1.852 0.23
H 0.277 -0.411 -1.225 0.43
H -1.129 -0.658 1.518 0.18
H -1.351 1.488 -1.681 0.19
H 0.578 1.627 -0.772 0.16
H -1.050 3.098 -0.565 0.23
N 0.123 -0.697 -0.131 -0.72
N -1.262 1.123 0.411 -0.50

Record 2
13
Properties=species:S:1:pos:R:3:nbo_charge:R:1 method="wB97M-V/def2-TZVPD" total_energy_ev=-6217.686 e_homo_ha=-0.3179
C -0.389 -0.135 0.369 -0.07
C 0.486 1.026 -0.157 -0.25
C 0.752 -1.032 -0.292 -0.25
H -2.134 0.973 -0.091 0.34
H -2.435 -0.767 0.385 0.35
H -0.638 -0.317 1.476 0.20
H 0.267 1.158 -1.357 0.20
H 0.261 2.020 0.375 0.21
H 2.184 0.009 0.829 0.36
H 0.643 -1.024 -1.399 0.21
H 1.143 -1.933 0.253 0.20
N -1.790 -0.129 -0.319 -0.84
N 1.650 0.148 -0.073 -0.64

In kJ/mol, the energy relative to the best compared isomer or geometry (same formula, charge and spin) values for the records above are, in order, 913.29 401.45.
In eV, the lowest unoccupied orbital energy values for the records above are, in order, -0.342 0.926.
In eV, the frontier orbital gap values for the records above are, in order, 8.36 9.58.